(1)
A molecular structure, C20H30CaN2O21 at a distorted geometry, computed with wB97M-V/def2-TZVPD.

Output
* LUMO level: -0.2 eV
* relative energy (zero: lowest compared OMol25 entry of this formula, charge and spin): 45.5 kJ/mol
* E_HOMO: -7.65 eV
* Kohn-Sham gap: 7.5 eV

Last column: Mulliken charge in e.
Cartesian coordinates (Å):
Ca: -20.392 -6.174 -4.827  2.0612
N: -18.990 -5.136 -7.221  1.1280
O: -18.457 -5.328 -6.076  -0.5565
O: -20.208 -5.442 -7.288  -0.6104
O: -18.359 -4.696 -8.155  -0.6888
N: -23.307 -6.088 -5.045  1.1144
O: -22.714 -5.278 -4.280  -0.5233
O: -22.559 -6.819 -5.756  -0.5941
O: -24.520 -6.186 -5.077  -0.7074
C: -15.926 -11.007 -3.671  -1.5862
C: -16.140 -9.671 -2.993  0.5316
C: -15.281 -8.534 -3.579  -0.5672
O: -16.221 -7.511 -3.889  -0.3673
C: -17.476 -7.966 -3.742  -0.0967
O: -18.441 -7.337 -4.017  0.4616
O: -17.483 -9.226 -3.252  -0.1381
H: -14.966 -11.448 -3.400  0.4654
H: -16.030 -10.954 -4.754  0.4042
H: -16.679 -11.709 -3.297  0.3102
H: -16.005 -9.779 -1.917  0.2603
H: -14.758 -8.856 -4.481  0.2968
H: -14.554 -8.122 -2.881  0.3270
C: -21.394 -5.531 1.604  -1.3878
C: -20.759 -4.603 0.614  0.5531
C: -19.214 -4.516 0.686  -0.5639
O: -18.785 -4.981 -0.593  -0.3474
C: -19.849 -5.170 -1.396  0.3122
O: -19.790 -5.430 -2.553  -0.3079
O: -21.003 -5.060 -0.713  -0.3263
H: -20.984 -6.539 1.514  0.1663
H: -22.462 -5.589 1.382  0.3685
H: -21.319 -5.173 2.630  0.4360
H: -21.196 -3.607 0.717  0.2373
H: -18.844 -5.168 1.477  0.3230
H: -18.831 -3.508 0.827  0.3098
C: -22.993 -9.702 0.447  -1.6051
C: -21.714 -9.217 -0.169  0.6978
C: -20.947 -10.285 -0.956  -0.6447
O: -20.602 -9.645 -2.184  0.0762
C: -21.348 -8.528 -2.329  0.1097
O: -21.417 -7.888 -3.324  -0.4601
O: -22.030 -8.257 -1.203  -0.3093
H: -22.824 -10.496 1.177  0.3983
H: -23.668 -10.057 -0.332  0.3671
H: -23.509 -8.902 0.980  0.3584
H: -21.081 -8.687 0.545  0.0981
H: -21.601 -11.138 -1.166  0.2716
H: -20.043 -10.679 -0.496  0.3889
C: -20.093 -12.670 -4.748  -1.4877
C: -19.273 -11.619 -5.453  1.1120
C: -19.343 -11.634 -6.993  -0.4766
O: -19.487 -10.257 -7.334  -0.4046
C: -19.752 -9.531 -6.231  0.2222
O: -19.877 -8.355 -6.198  -0.4059
O: -19.847 -10.337 -5.146  0.0267
H: -19.646 -13.657 -4.873  0.4128
H: -21.115 -12.633 -5.122  0.4242
H: -20.110 -12.452 -3.680  0.1706
H: -18.233 -11.617 -5.113  -0.4491
H: -20.193 -12.206 -7.358  0.3029
H: -18.404 -11.974 -7.424  0.3212
C: -17.946 0.102 -3.803  -1.4998
C: -18.338 -1.248 -3.268  0.4039
C: -19.552 -1.256 -2.323  -0.3883
O: -20.366 -2.325 -2.805  -0.3082
C: -19.888 -2.773 -3.991  0.5183
O: -20.373 -3.638 -4.638  -0.5558
O: -18.779 -2.099 -4.344  -0.3452
H: -17.177 -0.025 -4.563  0.3656
H: -17.623 0.747 -2.987  0.3880
H: -18.803 0.574 -4.286  0.3574
H: -17.515 -1.801 -2.809  0.3114
H: -20.137 -0.337 -2.383  0.3305
H: -19.258 -1.457 -1.294  0.2090



(2)
33 unconnected molecules or ions with the total composition C75H184N33O32 at a distorted geometry, computed with wB97M-V/def2-TZVPD.

Output
* LUMO level: -1.2 eV
* E_HOMO: -10.32 eV
* charge: +1
* Kohn-Sham gap: 9.2 eV

Last column: Mulliken charge in e.
Cartesian coordinates (Å):
C: 17.132 22.613 17.274  -0.3035
C: 16.762 21.547 18.255  0.6807
C: 18.106 20.984 18.779  1.1018
C: 17.750 19.789 19.650  0.0582
N: 18.970 19.178 20.276  1.2896
C: 18.607 17.894 20.920  -0.4162
C: 19.779 17.663 21.856  1.5758
C: 20.210 19.097 22.270  -0.3178
C: 19.326 20.051 21.413  0.1609
C: 20.133 18.972 19.395  0.6681
C: 19.873 18.203 18.153  2.5514
C: 21.030 18.389 17.219  -0.6748
H: 17.739 23.415 17.693  -0.3781
H: 16.168 23.025 16.938  0.3427
H: 17.590 22.127 16.434  0.0126
H: 16.218 20.703 17.829  -0.2807
H: 16.240 21.785 19.205  -0.1046
H: 18.674 21.753 19.311  -0.2846
H: 18.709 20.690 17.914  0.2163
H: 17.271 19.086 18.924  -0.2262
H: 17.053 19.998 20.493  -0.1563
H: 18.464 17.100 20.168  0.5985
H: 17.686 18.150 21.496  0.1381
H: 20.681 17.167 21.376  -1.6427
H: 19.505 16.962 22.654  -0.7880
H: 21.262 19.243 22.002  0.4597
H: 20.068 19.368 23.333  0.1369
H: 19.721 20.946 21.000  0.0915
H: 18.427 20.313 21.934  -0.1968
H: 20.909 18.562 20.049  -0.0373
H: 20.438 19.961 19.108  -0.5404
H: 19.004 18.442 17.563  -0.4946
H: 19.811 17.120 18.413  -1.2104
H: 21.992 17.953 17.606  -0.5085
H: 21.227 19.446 17.000  0.0893
H: 20.862 17.810 16.329  -0.1668
O: 23.605 21.740 12.584  -0.7506
C: 23.529 20.546 12.441  0.7587
N: 24.102 19.601 13.216  0.2318
C: 22.608 20.014 11.331  -0.5071
H: 24.742 19.714 13.996  0.3126
H: 24.100 18.616 13.022  -0.0109
H: 22.977 20.236 10.332  0.3352
H: 21.715 20.637 11.500  0.0443
H: 22.535 18.902 11.425  -0.0106
O: 21.597 15.593 19.004  0.0486
C: 22.780 15.936 19.221  0.4757
N: 23.813 15.415 18.503  0.1522
C: 23.137 16.992 20.191  0.5122
H: 23.704 14.850 17.676  -0.0103
H: 24.692 15.827 18.670  -0.3502
H: 22.410 17.054 20.956  -0.8399
H: 23.238 17.947 19.679  -0.4773
H: 24.082 16.750 20.633  0.2456
O: 19.128 12.447 15.554  -0.8228
C: 18.658 13.583 15.821  0.0596
N: 17.323 13.771 15.805  0.0693
C: 19.412 14.829 16.165  1.2081
H: 16.757 12.982 15.659  0.2972
H: 16.926 14.530 16.344  -0.0625
H: 20.422 14.697 16.598  -0.2243
H: 18.788 15.461 16.781  -0.0227
H: 19.590 15.384 15.246  -0.2250
O: 18.212 21.912 27.382  -0.5721
C: 17.776 23.003 27.706  0.6692
N: 18.621 24.032 28.177  -0.4132
C: 16.295 23.330 27.587  -0.8359
H: 19.572 23.758 28.258  0.2256
H: 18.206 24.799 28.653  0.2001
H: 15.968 22.978 26.636  -0.1135
H: 16.073 24.361 27.648  0.4569
H: 15.848 22.887 28.512  0.3784
O: 16.873 19.803 23.760  -0.1414
C: 16.632 18.852 24.472  -0.2271
N: 15.490 18.153 24.307  -0.2666
C: 17.655 18.272 25.439  0.0077
H: 15.079 17.416 24.850  0.2446
H: 14.719 18.535 23.700  0.1047
H: 18.342 19.073 25.699  -0.1780
H: 18.187 17.474 24.850  -0.3661
H: 17.137 17.742 26.288  0.5398
O: 12.364 22.277 18.368  -0.8032
C: 12.562 23.478 18.078  0.3159
N: 12.638 23.916 16.814  -0.1886
C: 12.734 24.521 19.162  -0.1563
H: 12.644 23.204 16.041  0.2618
H: 12.848 24.864 16.672  0.0361
H: 12.318 24.032 20.009  0.4225
H: 12.270 25.480 18.958  0.4712
H: 13.811 24.574 19.272  -0.4894
O: 18.936 23.269 22.287  -0.0359
C: 18.895 23.340 23.537  0.4002
N: 18.137 22.523 24.290  1.3759
C: 19.775 24.310 24.268  -1.7870
H: 17.678 21.666 24.026  -0.4481
H: 18.207 22.569 25.271  -0.2489
H: 20.314 24.854 23.514  0.4584
H: 20.390 23.825 25.013  0.2202
H: 19.117 25.061 24.776  0.3418
O: 15.427 15.394 17.651  -0.8293
C: 15.207 16.236 18.539  0.4048
N: 15.053 17.560 18.171  0.8675
C: 15.311 15.851 19.949  0.1753
H: 14.997 18.284 18.881  -0.3568
H: 15.360 17.808 17.230  -0.1931
H: 14.404 15.335 20.347  0.4001
H: 15.347 16.802 20.506  -0.0484
H: 16.209 15.268 20.116  -0.5733
O: 17.647 14.662 25.552  -0.8260
C: 17.899 14.491 24.354  0.2530
N: 16.964 14.526 23.374  -0.0269
C: 19.398 14.318 23.866  0.2202
H: 17.178 14.261 22.413  -0.0139
H: 15.992 14.406 23.698  0.2815
H: 19.879 15.142 24.342  -0.5412
H: 19.433 14.372 22.821  -0.0987
H: 19.727 13.393 24.301  0.5713
O: 13.169 21.753 14.634  -0.7199
C: 12.814 20.591 14.841  0.2305
N: 12.048 19.846 13.985  -0.3649
C: 13.133 19.799 16.085  1.1795
H: 11.862 20.226 13.051  0.2827
H: 12.071 18.860 14.152  0.2254
H: 12.466 18.986 16.373  0.7023
H: 13.190 20.578 16.824  -1.3086
H: 14.165 19.365 15.891  -0.2560
O: 20.259 17.389 13.880  0.0477
C: 19.709 16.818 12.956  0.3463
N: 20.359 16.303 11.914  -0.2636
C: 18.205 16.604 12.921  -1.2918
H: 21.343 16.445 11.925  0.1457
H: 19.898 15.704 11.253  0.1906
H: 17.740 17.345 13.515  -0.1500
H: 18.001 15.573 13.202  0.4652
H: 17.848 16.648 11.905  0.5658
O: 25.673 19.004 15.397  -0.9343
C: 25.897 18.490 16.519  0.6713
N: 26.331 17.216 16.704  -0.1302
C: 25.622 19.325 17.738  0.5002
H: 26.532 16.632 15.926  0.2259
H: 26.635 16.942 17.655  0.1943
H: 26.462 19.381 18.408  0.5577
H: 24.834 18.961 18.345  -0.8775
H: 25.301 20.374 17.566  -0.3531
O: 15.544 25.764 20.178  -0.2083
C: 15.714 25.505 21.356  -1.1453
N: 15.502 26.424 22.332  0.0068
C: 16.103 24.120 21.847  2.0614
H: 14.950 27.244 22.043  0.3039
H: 15.460 26.139 23.315  0.2896
H: 16.182 24.087 22.925  -0.1470
H: 17.030 23.765 21.392  -0.1564
H: 15.274 23.455 21.527  -1.0325
O: 13.245 28.168 21.257  -0.7152
C: 12.890 28.361 20.082  0.6929
N: 13.632 27.972 19.002  -0.1502
C: 11.592 29.066 19.682  -1.2332
H: 14.267 27.242 19.197  -0.0340
H: 13.124 27.829 18.100  0.3808
H: 11.655 29.695 18.790  0.3661
H: 11.206 29.728 20.456  0.3652
H: 10.776 28.351 19.535  0.2781
O: 21.125 22.618 17.515  -0.5082
C: 21.551 22.939 16.441  -0.1822
N: 21.192 24.091 15.835  -0.0468
C: 22.565 22.036 15.672  0.7075
H: 21.512 24.351 14.908  0.1830
H: 20.600 24.668 16.459  0.1378
H: 21.989 21.258 15.073  -0.3365
H: 23.194 21.622 16.463  -0.6576
H: 23.142 22.642 14.928  0.4614
O: 13.557 18.687 21.622  -0.7131
C: 13.399 19.712 20.949  -0.2829
N: 12.758 19.746 19.775  -0.0232
C: 14.099 20.968 21.459  1.5510
H: 12.636 20.556 19.170  0.2908
H: 12.485 18.805 19.462  0.2524
H: 13.869 21.126 22.500  -0.2536
H: 13.935 21.866 20.832  -0.3853
H: 15.133 20.535 21.445  -0.5957
O: 24.073 13.694 16.220  -0.7313
C: 23.163 12.834 16.095  0.6845
N: 22.083 13.035 15.253  -0.1029
C: 23.212 11.522 16.835  -1.1660
H: 21.934 13.851 14.696  0.0808
H: 21.261 12.500 15.286  0.2011
H: 23.970 10.901 16.397  0.3687
H: 22.216 11.083 16.902  0.3315
H: 23.545 11.818 17.834  0.2598
O: 26.769 16.154 19.339  -0.5957
C: 27.403 15.359 20.004  0.2012
N: 28.689 15.184 19.809  -0.3722
C: 26.669 14.424 20.893  -0.4006
H: 29.331 15.874 19.441  0.2469
H: 29.178 14.526 20.378  0.2065
H: 25.850 14.872 21.430  -0.1925
H: 27.304 13.947 21.651  0.4705
H: 26.204 13.675 20.269  0.2024
O: 24.470 15.783 23.010  -0.4569
C: 23.984 16.116 24.090  -0.2576
N: 24.736 16.572 25.141  -0.3427
C: 22.502 16.067 24.251  0.9254
H: 25.727 16.317 25.134  0.2519
H: 24.317 16.862 25.986  0.1789
H: 22.189 14.996 24.370  -0.0173
H: 22.208 16.431 23.263  -0.5720
H: 22.075 16.690 25.030  0.2970
O: 19.784 21.520 13.513  -0.7382
C: 19.785 22.688 13.184  0.4451
N: 20.902 23.368 12.828  -0.2322
C: 18.620 23.638 13.399  -1.0336
H: 21.773 22.857 12.739  0.1265
H: 20.806 24.329 12.579  0.2360
H: 18.900 24.198 14.288  0.2442
H: 17.689 23.104 13.556  0.0802
H: 18.502 24.271 12.533  0.5165
O: 23.266 12.838 24.017  -0.6311
C: 22.825 12.630 22.905  0.7984
N: 23.114 13.402 21.834  0.2883
C: 21.781 11.562 22.693  -0.9731
H: 23.769 14.178 21.915  -0.1544
H: 22.780 13.242 20.896  -0.0019
H: 20.898 11.903 22.150  0.0023
H: 21.542 11.232 23.715  0.3554
H: 22.166 10.695 22.131  0.3702
O: 13.125 17.310 13.534  -0.6858
C: 13.727 16.383 14.041  0.7404
N: 13.756 16.199 15.410  -0.1528
C: 14.430 15.327 13.238  -0.8145
H: 14.340 15.440 15.800  0.1176
H: 13.358 16.897 16.039  0.1040
H: 13.694 14.573 13.012  0.3582
H: 15.166 14.809 13.863  0.0103
H: 14.929 15.918 12.486  0.2905
O: 19.434 25.755 17.679  -0.7366
C: 19.421 25.556 18.889  0.7671
N: 19.690 24.290 19.443  0.9824
C: 19.005 26.646 19.888  -0.9012
H: 19.608 24.019 20.444  0.1022
H: 20.017 23.638 18.737  -0.5976
H: 19.258 26.335 20.912  0.1271
H: 17.923 26.811 20.047  -0.0550
H: 19.414 27.595 19.615  0.4489
O: 18.359 14.226 20.721  0.1413
C: 18.630 13.240 19.961  0.4208
N: 19.570 13.324 18.991  0.5179
C: 17.839 11.890 20.057  -1.7077
H: 20.070 14.186 18.883  -0.4523
H: 19.776 12.556 18.399  0.1002
H: 18.457 11.022 19.761  0.4139
H: 16.952 11.991 19.399  0.3385
H: 17.480 11.770 21.046  0.4190
O: 26.501 22.993 16.897  -0.6776
C: 26.146 23.036 15.692  0.8170
N: 25.880 21.977 14.900  -0.0086
C: 26.073 24.354 14.964  -1.1772
H: 25.653 22.087 13.938  0.1154
H: 25.855 21.041 15.337  -0.0167
H: 25.911 25.255 15.618  0.2744
H: 25.219 24.357 14.270  0.2827
H: 27.012 24.461 14.474  0.3717
O: 16.601 18.631 15.983  0.1098
C: 17.149 19.477 15.231  0.0454
N: 18.448 19.499 14.903  1.4511
C: 16.203 20.464 14.557  -0.4629
H: 18.765 20.286 14.337  0.1382
H: 19.014 18.666 15.049  -1.0944
H: 15.697 20.967 15.393  -0.3366
H: 15.508 19.874 13.965  0.3840
H: 16.691 21.178 13.855  0.0260
O: 14.982 24.553 24.530  -0.7461
C: 13.944 23.971 24.078  0.9805
N: 13.222 24.430 23.106  -0.1304
C: 13.554 22.597 24.572  -1.0438
H: 13.285 25.367 22.719  0.1632
H: 12.526 23.812 22.725  0.1482
H: 13.573 22.530 25.659  0.3776
H: 14.286 21.877 24.250  -0.0203
H: 12.518 22.373 24.278  0.4757
O: 21.443 21.100 24.466  -0.1614
C: 21.971 21.172 25.542  0.5061
N: 21.255 21.430 26.702  -0.1171
C: 23.434 21.119 25.732  -1.3630
H: 20.278 21.213 26.773  0.0342
H: 21.757 21.227 27.541  0.2485
H: 23.824 22.049 25.250  0.2773
H: 23.770 20.150 25.364  0.2035
H: 23.736 21.343 26.761  0.4892
O: 20.341 17.107 26.629  -0.3829
C: 19.860 16.700 27.647  0.5949
N: 19.184 15.507 27.767  -0.2177
C: 20.023 17.509 28.879  -1.1270
H: 18.750 15.154 26.952  0.2570
H: 18.946 15.210 28.698  0.2180
H: 19.488 18.446 28.683  0.1062
H: 21.044 17.805 29.131  0.2632
H: 19.498 17.146 29.732  0.4234
O: 23.261 16.917 12.710  -0.8424
C: 23.718 16.249 13.642  0.7054
N: 22.977 15.944 14.740  1.2568
C: 24.995 15.551 13.529  -1.2000
H: 22.132 16.456 14.647  -0.6552
H: 23.264 15.309 15.495  -0.0322
H: 25.029 14.816 12.701  0.2634
H: 25.277 15.094 14.498  0.1181
H: 25.738 16.319 13.373  0.3963
O: 23.156 20.372 20.270  -0.5730
C: 23.147 21.585 20.441  0.6889
N: 22.632 21.975 21.618  0.1149
C: 23.851 22.518 19.556  -0.6945
H: 22.151 21.243 22.133  -0.3065
H: 22.389 22.894 21.814  0.1774
H: 23.735 23.595 19.836  0.4316
H: 23.554 22.355 18.538  -0.4130
H: 24.881 22.214 19.688  0.4484
O: 13.830 27.174 16.330  -0.7245
C: 14.937 26.595 16.278  0.7945
N: 15.407 25.966 17.393  0.4449
C: 15.703 26.519 14.992  -1.1837
H: 14.955 25.971 18.286  -0.1597
H: 16.364 25.624 17.349  -0.1806
H: 15.560 25.488 14.605  0.1963
H: 16.786 26.581 15.167  0.3163
H: 15.401 27.243 14.262  0.4094



Which value of E_HOMO does entry 2 give? -10.32 eV